Here is a molecular structure, C26H23F9N3O5RbS3 in a non-equilibrium geometry from the OMol25 dataset. Energies are from wB97M-V/def2-TZVPD.

As for the total charge: -2. For the molar mass, the calculation gives 810.1 g/mol. The gap between HOMO and LUMO comes out at 6.8450 eV. The calculation puts the HOMO energy at -0.1072 Eh.

Each line ends with the Löwdin charge.
Cartesian coordinates (Å):
Rb (0.769, 1.479, 0.046)  1.0529
O (-0.114, 4.290, -3.402)  -0.0190
C (0.240, 3.628, -2.421)  -0.7224
O (-0.323, 3.515, -1.314)  -0.1697
C (1.528, 2.788, -2.510)  -0.2682
C (2.781, 3.336, -2.239)  -0.0333
C (3.882, 2.494, -2.236)  -0.0745
C (3.692, 1.141, -2.468)  -0.0237
C (2.400, 0.676, -2.703)  -0.2154
N (1.351, 1.491, -2.733)  0.0844
C (2.101, -0.830, -2.877)  -0.6716
O (2.636, -1.423, -3.819)  -0.0214
O (1.338, -1.294, -2.004)  -0.0618
H (2.881, 4.399, -2.050)  0.1160
H (4.879, 2.893, -2.071)  0.1007
H (4.524, 0.449, -2.490)  0.1112
C (-4.891, -0.293, -3.293)  -0.5433
C (-4.712, -1.609, -2.563)  -0.5443
S (-3.186, -1.805, -1.556)  0.7884
C (-1.846, -1.125, -2.589)  -0.5134
C (-1.703, 0.396, -2.556)  -0.4928
S (-2.578, 1.110, -1.126)  0.7914
C (-3.238, 2.643, -1.834)  -0.5164
C (-4.424, 2.439, -2.772)  -0.5312
S (-5.563, 1.087, -2.288)  0.8010
H (-5.598, -0.435, -4.116)  0.0618
H (-3.942, 0.040, -3.701)  0.0411
H (-4.714, -2.418, -3.298)  0.0596
H (-5.524, -1.778, -1.857)  0.0547
H (-1.975, -1.497, -3.609)  0.0840
H (-0.949, -1.573, -2.161)  0.0233
H (-2.110, 0.873, -3.447)  0.0738
H (-0.644, 0.662, -2.498)  0.0271
H (-2.427, 3.176, -2.332)  0.0586
H (-3.543, 3.217, -0.959)  0.0740
H (-4.118, 2.230, -3.797)  0.0675
H (-5.037, 3.342, -2.787)  0.0584
N (0.035, -3.024, -0.331)  0.1383
C (0.197, -3.847, 0.724)  -0.2469
C (0.473, -5.203, 0.601)  -0.0451
C (0.580, -6.022, 1.722)  -0.1187
C (0.415, -5.523, 2.990)  -0.0897
C (0.129, -4.156, 3.171)  -0.1736
C (-0.049, -3.559, 4.437)  -0.0307
C (-0.284, -2.213, 4.521)  -0.0576
C (-0.348, -1.459, 3.334)  -0.1245
N (-0.210, -1.983, 2.147)  0.1375
C (0.024, -3.303, 2.040)  -0.1582
H (0.508, -3.210, -1.202)  0.0929
H (0.016, -2.040, -0.093)  0.0738
H (0.612, -5.617, -0.387)  0.1020
H (0.808, -7.073, 1.586)  0.0914
H (0.509, -6.160, 3.860)  0.0910
H (0.014, -4.182, 5.324)  0.1055
H (-0.398, -1.720, 5.475)  0.0967
H (-0.501, -0.390, 3.369)  0.1040
F (4.565, 2.798, 3.245)  0.1296
C (3.515, 2.550, 2.428)  -0.5362
F (3.351, 3.670, 1.706)  0.1503
F (3.936, 1.608, 1.577)  0.1494
C (2.173, 2.123, 3.160)  -0.4405
O (1.305, 1.600, 2.379)  -0.3307
C (2.596, 1.152, 4.330)  -0.5396
F (3.363, 0.147, 3.892)  0.1579
F (3.289, 1.726, 5.342)  0.1257
F (1.528, 0.596, 4.905)  0.1446
C (1.643, 3.432, 3.868)  -0.5410
F (0.767, 3.140, 4.841)  0.1468
F (1.004, 4.225, 3.010)  0.1614
F (2.588, 4.204, 4.457)  0.1269

***

Here is a single C5H8O molecule in a non-equilibrium geometry from the OMol25 dataset. Energies are from wB97M-V/def2-TZVPD.

As for the total charge: 0. The relative energy (zero: lowest compared OMol25 entry of this formula, charge and spin) comes out at 77.7 kcal/mol. The SMILES is C1CC1[C@H]1CO1. For the molar mass, the calculation gives 84.1 g/mol. The gap between HOMO and LUMO comes out at 10.9537 eV. The calculation puts the HOMO energy at -0.3593 Eh.

Each line ends with the Löwdin charge.
Cartesian coordinates (Å):
C (-1.713, -0.260, -0.179)  -0.1066
C (-1.253, 1.158, -0.221)  -0.1083
C (-0.413, 0.114, 0.496)  -0.2703
C (0.848, -0.239, -0.088)  -0.1714
C (2.102, -0.362, 0.618)  -0.2032
O (1.521, -1.634, 0.370)  -0.1127
H (-1.650, -0.846, -1.091)  0.1074
H (-2.546, -0.516, 0.469)  0.1026
H (-1.755, 1.895, 0.400)  0.1004
H (-0.872, 1.544, -1.163)  0.1053
H (-0.423, 0.150, 1.585)  0.1503
H (1.017, -0.790, -1.090)  0.1839
H (3.064, -0.192, 0.140)  0.1093
H (2.082, -0.077, 1.665)  0.1133

***

Q: Which of these has the lowest HOMO?
A: C5H8O